19
Properties=species:S:1:pos:R:3:nbo_charge:R:1 method="wB97M-V/def2-TZVPD" relative_energy_kj_mol=0.00 orbital_gap_ev=5.3359 lumo_energy_ev=-14.467 total_charge=+3
Pb -15.76 -13.47 -20.58 1.8505
Pb -13.46 -14.30 -23.89 1.7725
C -12.14 -13.86 -20.63 -0.2797
O -13.37 -14.04 -21.34 -1.0982
H -12.12 -13.78 -19.54 0.2282
H -11.51 -14.69 -20.94 0.1953
H -11.68 -12.90 -20.91 0.1977
C -8.36 -17.51 -23.21 -0.6346
C -8.54 -16.41 -22.16 -0.3931
C -8.80 -15.03 -22.73 -0.5515
C -10.04 -14.98 -23.51 0.6160
N -11.05 -14.97 -24.07 -0.6724
H -7.71 -18.29 -22.83 0.2648
H -7.83 -17.14 -24.09 0.2224
H -9.27 -17.97 -23.59 0.2140
H -7.61 -16.28 -21.62 0.2574
H -9.31 -16.74 -21.45 0.2142
H -7.96 -14.69 -23.33 0.3130
H -8.92 -14.29 -21.93 0.2835

***

44
Properties=species:S:1:pos:R:3:nbo_charge:R:1 method="wB97M-V/def2-TZVPD" smiles="Cn1c(SCC(N)=O)nnc1-c1ccc(S(=O)(=O)N2CCCC2)cc1" relative_energy_kj_mol=0.00 orbital_gap_ev=9.1709 lumo_energy_ev=0.190
C 1.75 -2.77 -0.73 -0.4266
N 2.04 -1.87 -1.81 -0.3473
C 2.84 -2.13 -2.89 0.1282
S 3.74 -3.61 -3.10 0.2597
C 4.95 -3.40 -1.72 -0.6172
C 5.06 -1.94 -1.34 0.6641
N 5.69 -1.17 -2.24 -0.8053
O 4.61 -1.52 -0.29 -0.6227
N 2.86 -1.11 -3.70 -0.2711
N 2.07 -0.17 -3.19 -0.2744
C 1.59 -0.60 -2.05 0.3101
C 0.72 0.17 -1.18 -0.0806
C 0.85 0.14 0.21 -0.1510
C 0.00 0.90 1.00 -0.1802
C -0.95 1.69 0.40 -0.3245
S -2.06 2.63 1.46 2.3085
O -1.30 3.23 2.52 -0.9351
O -2.87 3.48 0.64 -0.9453
N -2.93 1.34 2.12 -0.6631
C -4.05 0.94 1.29 -0.2327
C -5.22 1.80 1.78 -0.4259
C -4.97 1.90 3.29 -0.4281
C -3.47 1.58 3.45 -0.2412
C -1.07 1.77 -0.98 -0.1794
C -0.23 1.01 -1.77 -0.1766
H 1.78 -3.79 -1.11 0.2269
H 2.49 -2.66 0.06 0.2350
H 0.75 -2.55 -0.34 0.2253
H 5.90 -3.79 -2.10 0.2430
H 4.62 -3.99 -0.87 0.2392
H 5.69 -0.17 -2.10 0.4121
H 5.88 -1.51 -3.17 0.4055
H 1.63 -0.45 0.67 0.2207
H 0.08 0.90 2.07 0.2380
H -4.24 -0.12 1.45 0.1973
H -3.80 1.12 0.24 0.2217
H -5.14 2.78 1.31 0.2294
H -6.18 1.36 1.54 0.2147
H -5.20 2.89 3.67 0.2195
H -5.57 1.17 3.83 0.2066
H -3.32 0.67 4.04 0.1982
H -2.90 2.39 3.91 0.2396
H -1.81 2.43 -1.40 0.2445
H -0.29 1.05 -2.85 0.2404

***

30
Properties=species:S:1:pos:R:3:lowdin_charge:R:1 method="wB97M-V/def2-TZVPD" relative_energy_kj_mol=0.00 orbital_gap_ev=4.8161 lumo_energy_ev=-12.850 total_charge=+3
Sr 3.42 1.72 0.84 1.8351
Sr 2.91 -1.81 -1.57 1.8594
C -0.68 0.34 0.20 0.0563
C 0.49 -0.35 -0.45 -0.6669
O 0.34 -1.41 -1.09 -0.1179
O 1.68 0.07 -0.18 -0.3651
H -0.74 -0.04 1.22 0.1155
H -1.64 0.11 -0.26 0.1088
H -0.52 1.41 0.21 0.0641
C 0.97 -2.15 2.72 -0.1598
O 0.55 -3.19 1.88 -0.1092
H 0.16 -1.92 3.42 0.1048
H 1.83 -2.34 3.39 0.0898
H 1.31 -1.31 2.11 0.0380
H 0.25 -3.96 2.39 0.1132
O -1.02 -3.94 -0.85 -0.0366
H -0.92 -3.94 0.11 0.0225
H -0.59 -3.13 -1.15 -0.0281
O -1.85 -0.20 -2.69 -0.0347
H -2.30 -0.79 -3.32 0.0883
H -1.22 -0.77 -2.22 -0.0011
O 1.96 3.05 -0.68 -0.1716
H 2.00 3.47 -1.56 0.1099
H 1.05 3.25 -0.36 0.0505
O -2.31 2.62 -2.11 -0.0453
H -2.21 1.66 -2.28 -0.0088
H -1.41 2.96 -2.05 0.0076
O -0.43 3.78 1.16 -0.0228
H -1.29 3.56 1.56 0.0917
H 0.22 3.25 1.62 0.0125

***

79
Properties=species:S:1:pos:R:3:lowdin_charge:R:1 method="wB97M-V/def2-TZVPD" relative_energy_kj_mol=25.43 orbital_gap_ev="8.1507 / 7.9534" lumo_energy_ev="-5.178 / -5.490" spin_multiplicity=4 s_squared=3.762 total_charge=+2
V 0.41 0.91 0.10 0.3732
I 0.02 0.99 2.86 1.2543
C -0.97 -0.67 3.70 -0.5416
C -0.83 -0.62 5.05 -0.1685
C -1.44 -1.60 5.86 -0.0416
C -2.18 -2.57 5.27 -0.0051
C -2.33 -2.63 3.86 -0.1409
C -3.13 -3.66 3.33 0.0021
C -3.34 -3.78 2.00 -0.0286
C -2.72 -2.86 1.14 -0.0783
C -1.92 -1.83 1.58 -0.2820
P -1.21 -0.90 0.16 0.9956
C -2.71 -0.35 -0.73 -0.3610
C -3.79 0.08 0.04 -0.0889
C -4.88 0.70 -0.56 -0.0448
C -4.91 0.89 -1.93 -0.0506
C -3.84 0.47 -2.71 -0.0636
C -2.74 -0.14 -2.11 -0.1273
C -0.35 -2.21 -0.78 -0.3654
C 0.96 -2.45 -0.35 -0.1262
C 1.74 -3.43 -0.94 -0.0603
C 1.21 -4.19 -1.98 -0.0473
C -0.09 -3.97 -2.41 -0.0451
C -0.87 -2.99 -1.81 -0.0790
C -1.71 -1.67 2.99 -0.1710
H -0.25 0.17 5.52 0.0862
H -1.32 -1.55 6.94 0.1251
H -2.67 -3.33 5.86 0.1296
H -3.59 -4.36 4.03 0.1314
H -3.96 -4.57 1.59 0.1243
H -2.89 -2.98 0.08 0.1064
H -3.79 -0.08 1.11 0.1138
H -5.72 1.01 0.05 0.1204
H -5.77 1.36 -2.40 0.1207
H -3.87 0.60 -3.78 0.1201
H -1.93 -0.47 -2.74 0.0977
H 1.36 -1.89 0.49 0.0841
H 2.74 -3.62 -0.58 0.1172
H 1.82 -4.96 -2.45 0.1208
H -0.51 -4.58 -3.20 0.1204
H -1.90 -2.87 -2.13 0.1067
N 0.41 0.90 -2.05 -0.0307
C 0.95 1.98 -2.95 -0.2040
C -0.09 3.05 -3.23 -0.1764
C -0.59 3.84 -2.02 -0.1622
C -1.67 3.16 -1.16 -0.1949
N -1.11 2.48 0.06 -0.0811
H 0.83 0.01 -2.32 0.0959
H -0.58 0.78 -2.29 0.0439
H 1.27 1.54 -3.89 0.1290
H 1.82 2.43 -2.48 0.0873
H -0.94 2.61 -3.75 0.1232
H 0.37 3.75 -3.93 0.1270
H -1.01 4.77 -2.38 0.1222
H 0.25 4.13 -1.38 0.1159
H -2.22 2.42 -1.74 0.0916
H -2.39 3.90 -0.83 0.1255
H -1.90 2.12 0.59 0.0572
H -0.72 3.20 0.66 0.0794
C 3.17 2.51 0.20 -0.1314
C 4.72 2.61 0.18 -0.1257
N 5.32 1.28 0.26 -0.1486
C 4.87 0.62 1.49 -0.1304
C 3.33 0.47 1.48 -0.1730
N 2.75 1.07 0.24 -0.2273
C 3.37 0.37 -0.94 -0.1333
C 4.91 0.48 -0.89 -0.1283
H 2.73 2.97 -0.69 0.0959
H 2.74 3.01 1.07 0.1190
H 5.07 3.21 1.01 0.1270
H 5.06 3.10 -0.74 0.1269
H 5.20 1.21 2.34 0.1271
H 5.36 -0.35 1.56 0.1260
H 2.89 0.98 2.34 0.0470
H 3.02 -0.58 1.53 0.1066
H 2.99 0.84 -1.85 0.0879
H 3.03 -0.67 -0.94 0.1004
H 5.30 0.93 -1.80 0.1268
H 5.37 -0.51 -0.80 0.1256

***

140
Properties=species:S:1:pos:R:3:lowdin_charge:R:1 method="wB97M-V/def2-TZVPD" smiles="CCOCCO[C@@]1(N(C)C(C)=O)CC(=O)N[C@@]1(CCCCCCCCCCCCOC)Cc1ccccc1.O=C1OC[C@@H](F)O1.O=C1OC[C@@H](F)O1.O=C1OC[C@@H](F)O1.O=C1OC[C@@H](F)O1.O=C1OC[C@@H](F)O1" orbital_gap_ev=8.9404 lumo_energy_ev=0.211
C 0.26 4.92 0.90 -0.0544
C 0.46 4.26 2.39 -0.2465
O -0.59 3.28 2.52 -0.2031
C -0.19 2.16 3.34 -0.1504
C -0.75 0.77 2.68 -0.1368
O -1.08 1.05 1.30 -0.1061
C -1.66 -0.10 0.63 -0.3307
N -3.14 -0.15 0.76 -0.0453
C -3.63 -1.10 1.80 -0.0601
C -3.76 1.17 0.99 -0.3290
C -3.88 1.88 2.44 0.0018
O -4.30 1.82 0.04 0.0467
C -1.52 0.37 -0.94 0.0166
C -2.02 -1.05 -1.58 -0.3155
O -2.67 -1.16 -2.65 0.0241
N -1.60 -2.14 -0.63 0.0932
C -0.81 -1.46 0.48 -0.2875
C -0.59 -2.42 1.75 -0.1198
C -1.20 -3.91 1.58 -0.1911
C -0.18 -4.84 0.73 -0.2009
C -0.81 -6.34 0.55 -0.1973
C -0.64 -6.76 -1.00 -0.2225
C 0.85 -7.19 -1.40 -0.1989
C 1.32 -6.22 -2.61 -0.2228
C 2.72 -6.66 -3.28 -0.1925
C 3.95 -5.76 -2.76 -0.2146
C 5.14 -5.70 -3.83 -0.2086
C 4.81 -4.78 -5.12 -0.1664
C 4.71 -3.21 -4.77 -0.2145
O 4.00 -2.55 -5.86 -0.2621
C 4.89 -1.69 -6.62 -0.1261
C 0.66 -1.41 -0.18 -0.0915
C 1.71 -0.46 0.55 -0.1335
C 2.73 -1.06 1.59 -0.0406
C 3.81 -0.24 2.32 -0.0819
C 3.96 1.28 2.07 -0.0659
C 2.96 1.92 1.05 -0.0616
C 1.86 1.08 0.31 -0.0039
H -0.78 5.39 0.91 0.0841
H 1.11 5.65 0.73 0.0648
H 0.30 4.03 0.17 0.0746
H 1.51 3.81 2.39 0.0848
H 0.45 5.05 3.22 0.1190
H 0.92 2.11 3.58 0.1209
H -0.73 2.30 4.36 0.1275
H -1.67 0.50 3.33 0.1130
H 0.08 0.01 2.83 0.1218
H -4.74 -0.85 1.99 0.1203
H -3.09 -1.05 2.81 0.0565
H -3.63 -2.21 1.46 0.0957
H -3.09 2.70 2.58 0.0936
H -4.89 2.44 2.41 0.0971
H -3.93 1.14 3.30 0.0542
H -0.52 0.77 -1.29 0.1077
H -2.25 1.15 -1.33 0.1279
H -2.53 -2.50 -0.36 0.1109
H -1.15 -1.95 2.64 0.0917
H 0.49 -2.54 2.08 0.1008
H -2.27 -3.94 1.20 0.0925
H -1.21 -4.36 2.64 0.1271
H -0.03 -4.43 -0.32 0.0814
H 0.82 -4.90 1.31 0.1196
H -1.93 -6.32 0.84 0.1065
H -0.25 -7.04 1.26 0.1073
H -1.32 -7.66 -1.19 0.1041
H -1.02 -5.91 -1.67 0.1098
H 1.58 -7.13 -0.52 0.1133
H 0.81 -8.29 -1.76 0.1105
H 1.38 -5.16 -2.14 0.0988
H 0.54 -6.23 -3.46 0.1066
H 2.65 -6.52 -4.41 0.0993
H 2.94 -7.75 -3.01 0.1115
H 3.59 -4.70 -2.48 0.0964
H 4.32 -6.23 -1.79 0.1094
H 6.09 -5.29 -3.32 0.1089
H 5.39 -6.75 -4.21 0.1138
H 3.87 -5.12 -5.67 0.1094
H 5.70 -4.90 -5.85 0.1167
H 4.14 -3.01 -3.79 0.1203
H 5.76 -2.73 -4.71 0.1244
H 5.00 -0.64 -6.14 0.1006
H 4.44 -1.54 -7.66 0.0952
H 5.94 -2.16 -6.79 0.1007
H 0.68 -1.16 -1.30 0.1249
H 1.08 -2.48 -0.09 0.1179
H 2.68 -2.19 1.81 0.0866
H 4.53 -0.76 3.05 0.0885
H 4.78 1.88 2.60 0.0921
H 3.09 3.04 0.85 0.0882
H 1.20 1.62 -0.44 0.0800
O -0.74 -3.88 -8.52 0.1712
C -0.54 -3.59 -7.38 -0.5293
O -1.09 -2.50 -6.76 0.0630
C -0.73 -2.57 -5.39 -0.0672
C 0.50 -3.42 -5.44 -0.3104
F 0.62 -4.17 -4.31 0.0558
O 0.26 -4.29 -6.53 0.1419
H -1.54 -3.04 -4.83 0.1461
H -0.53 -1.58 -4.98 0.1420
H 1.43 -2.86 -5.61 0.1640
O 3.54 5.62 2.87 0.1571
C 3.02 6.69 3.06 -0.5356
O 3.30 7.49 4.12 0.0840
C 2.58 8.70 3.91 -0.0631
C 1.47 8.26 3.00 -0.3149
F 1.10 9.25 2.16 0.0804
O 2.07 7.22 2.25 0.1087
H 3.23 9.44 3.44 0.1528
H 2.21 9.10 4.85 0.1198
H 0.59 7.87 3.53 0.1736
O -0.70 8.89 6.13 0.1741
C -0.29 9.99 6.37 -0.5255
O -0.77 10.79 7.35 0.0837
C 0.06 11.94 7.38 -0.0632
C 0.63 11.96 6.00 -0.3160
F 1.88 12.49 6.00 0.0819
O 0.71 10.59 5.67 0.1053
H 0.83 11.82 8.15 0.1502
H -0.52 12.84 7.61 0.1460
H 0.01 12.48 5.27 0.1801
O -2.92 1.47 -9.71 0.1682
C -3.44 0.98 -8.75 -0.5305
O -3.12 1.31 -7.47 0.0728
C -4.04 0.61 -6.63 -0.0657
C -4.46 -0.53 -7.50 -0.3224
F -5.74 -0.88 -7.24 0.0750
O -4.41 0.02 -8.80 0.1411
H -4.86 1.28 -6.37 0.1478
H -3.55 0.28 -5.71 0.1403
H -3.81 -1.40 -7.45 0.1705
O -2.87 -2.08 4.78 0.1539
C -3.62 -1.58 5.58 -0.5173
O -4.27 -0.41 5.38 0.0552
C -5.14 -0.24 6.49 -0.0609
C -4.50 -1.08 7.54 -0.3214
F -5.42 -1.62 8.37 0.0824
O -3.90 -2.13 6.79 0.1498
H -6.14 -0.59 6.22 0.1510
H -5.21 0.81 6.78 0.1464
H -3.73 -0.56 8.12 0.1781

***

20
Properties=species:S:1:pos:R:3:nbo_charge:R:1 method="wB97M-V/def2-TZVPD" smiles="C/C=C/CCCN" relative_energy_kj_mol=193.02 orbital_gap_ev=9.8191 lumo_energy_ev=1.144
C -2.48 1.83 -1.06 -0.6589
C -1.25 1.16 -0.37 -0.1801
C -1.34 0.34 0.72 -0.2002
C -0.15 -0.36 1.21 -0.4693
C 0.45 -1.31 0.12 -0.3940
C 2.04 -1.34 0.06 -0.2275
N 2.59 -0.01 -0.11 -0.8341
H -3.38 1.28 -0.90 0.2122
H -2.47 1.63 -2.08 0.2201
H -2.64 2.88 -0.60 0.2235
H -0.22 1.34 -0.73 0.1890
H -2.33 0.22 1.17 0.2009
H 0.73 0.16 1.64 0.2380
H -0.37 -1.01 2.10 0.1983
H -0.13 -2.28 0.43 0.2168
H 0.16 -0.90 -0.81 0.1987
H 2.26 -2.19 -0.67 0.1646
H 2.54 -1.79 0.92 0.1859
H 3.57 0.00 0.02 0.3635
H 2.41 0.34 -1.06 0.3527

***

23
Properties=species:S:1:pos:R:3:nbo_charge:R:1 method="wB97M-V/def2-TZVPD" smiles="[H]/N=C(/NC)[C@H](C)N.C=N" relative_energy_kj_mol=145.47 orbital_gap_ev=9.0394 lumo_energy_ev=0.899
H -0.37 -2.08 0.77 0.3708
N 0.13 -1.43 1.44 -0.7321
C 0.08 -0.21 1.13 0.4366
N 0.85 0.64 1.87 -0.6220
C 1.41 1.91 1.45 -0.4249
C -0.94 0.49 0.14 -0.1204
C -1.98 -0.47 -0.46 -0.6275
N -0.32 1.34 -0.87 -0.8354
H 1.42 0.13 2.53 0.3890
H 0.83 2.31 0.63 0.2430
H 2.45 1.80 1.12 0.1740
H 1.39 2.60 2.29 0.1870
H -1.48 1.17 0.82 0.2072
H -2.84 0.10 -0.83 0.2075
H -2.34 -1.18 0.29 0.2237
H -1.58 -1.02 -1.30 0.2028
H -1.03 1.87 -1.36 0.3622
H 0.17 0.77 -1.55 0.3500
C 1.07 -1.43 -1.60 -0.0552
N 0.44 -2.42 -1.15 -0.5976
H 1.04 -1.06 -2.63 0.1465
H 1.71 -0.89 -0.91 0.1746
H -0.10 -2.95 -1.83 0.3405

***

91
Properties=species:S:1:pos:R:3:lowdin_charge:R:1 method="wB97M-V/def2-TZVPD" orbital_gap_ev="6.4640 / 6.5870" lumo_energy_ev="-0.779 / -1.014" spin_multiplicity=4 s_squared=3.785
Mo -0.64 -1.35 -0.61 0.7032
C -6.37 -0.04 -3.75 -0.0659
C -4.97 -0.61 -3.84 -0.2774
O -4.53 -1.05 -2.54 -0.3328
P -3.32 -0.39 -1.77 -0.0556
S -3.25 -1.23 0.04 0.2901
S -1.58 -0.54 -2.81 0.4234
O -3.78 1.14 -1.72 -0.3167
C -2.92 2.15 -1.19 -0.3107
C -3.41 3.49 -1.69 -0.0517
H -6.67 0.35 -4.72 0.0786
H -6.40 0.76 -3.02 0.0759
H -7.07 -0.82 -3.45 0.0780
H -4.27 0.14 -4.22 0.1040
H -4.94 -1.48 -4.49 0.1217
H -1.88 1.98 -1.52 0.0786
H -2.95 2.09 -0.10 0.0847
H -3.27 3.57 -2.77 0.0810
H -2.86 4.29 -1.19 0.0660
H -4.47 3.60 -1.45 0.0784
C 5.43 1.87 2.55 -0.0455
C 4.63 1.25 1.44 -0.2753
C 4.82 1.65 0.13 -0.0321
C 4.05 1.13 -0.89 -0.0574
C 3.07 0.19 -0.59 -0.2723
C 2.88 -0.24 0.70 -0.0908
C 3.67 0.28 1.72 -0.0595
S 1.94 -0.23 -1.92 0.5927
O 2.69 -0.35 -3.14 -0.2877
O 0.91 0.77 -1.89 -0.4210
N 1.19 -1.65 -1.50 -0.2814
C 1.30 -2.77 -2.28 -0.2748
C 2.38 -3.16 -3.06 -0.0057
C 2.29 -4.31 -3.85 -0.0612
C 1.17 -5.10 -3.86 -0.0422
C 0.07 -4.77 -3.04 -0.1497
C -1.13 -5.53 -2.97 0.0178
C -2.12 -5.11 -2.13 -0.0332
C -1.96 -3.95 -1.38 -0.1556
N -0.87 -3.18 -1.45 -0.1648
C 0.15 -3.60 -2.25 -0.1698
H 6.30 1.26 2.79 0.0837
H 4.82 1.96 3.45 0.0753
H 5.78 2.85 2.25 0.0767
H 5.58 2.39 -0.09 0.1133
H 4.16 1.45 -1.91 0.1145
H 2.11 -0.97 0.93 0.0566
H 3.51 -0.03 2.74 0.1104
H 3.27 -2.55 -3.10 0.1054
H 3.13 -4.57 -4.49 0.1094
H 1.11 -5.98 -4.48 0.1092
H -1.24 -6.41 -3.57 0.1196
H -3.05 -5.66 -2.02 0.1123
H -2.74 -3.62 -0.71 0.0426
C -1.77 4.49 3.40 -0.0553
C -2.15 3.44 2.36 -0.4640
C -2.46 2.09 2.99 -0.0910
O -1.12 3.36 1.37 -0.3184
P 0.19 2.43 1.38 -0.0318
S 1.22 2.42 3.05 0.3052
S -0.51 0.60 0.79 0.2397
O 0.96 2.97 0.11 -0.3064
C 1.39 4.30 -0.18 -0.4382
C 0.36 5.00 -1.04 -0.0380
C 1.71 5.09 1.08 -0.0798
H -2.60 4.62 4.10 0.0798
H -1.56 5.44 2.91 0.0785
H -0.89 4.17 3.95 0.0476
H -3.02 3.78 1.79 0.1390
H -1.60 1.73 3.55 0.0512
H -2.72 1.35 2.24 0.0302
H -3.31 2.19 3.67 0.0853
H 2.31 4.15 -0.76 0.1430
H -0.56 5.16 -0.49 0.0681
H 0.14 4.39 -1.92 0.0841
H 0.75 5.96 -1.37 0.0816
H 0.82 5.20 1.70 0.0605
H 2.08 6.07 0.81 0.0834
H 2.47 4.57 1.67 0.0491
Br -0.74 -3.09 5.37 0.7337
C 0.72 -3.95 4.56 -0.7433
C 1.58 -4.69 5.35 -0.1302
C 2.66 -5.34 4.78 -0.0755
C 2.88 -5.25 3.41 -0.0785
C 2.01 -4.52 2.62 -0.1364
C 0.93 -3.86 3.19 -0.5734
I -0.51 -2.72 1.92 0.9727
H 1.39 -4.75 6.41 0.1004
H 3.33 -5.92 5.41 0.1088
H 3.71 -5.76 2.96 0.1072
H 2.17 -4.45 1.55 0.0991

***

17
Properties=species:S:1:pos:R:3:nbo_charge:R:1 method="wB97M-V/def2-TZVPD" smiles="NC(=O)N(O)C(=[NH2+])CO" relative_energy_kj_mol=102.60 orbital_gap_ev=10.4364 lumo_energy_ev=-3.560 total_charge=+1
N -1.59 1.94 0.37 -0.8359
C -1.55 1.10 1.40 0.8723
O -1.95 1.09 2.50 -0.4960
N -0.70 -0.45 0.97 -0.1652
O -1.03 -1.43 1.89 -0.5545
C 0.36 -0.72 0.18 0.4416
N 0.94 -1.91 0.40 -0.7263
C 0.96 0.33 -0.75 -0.1563
O -0.14 0.79 -1.54 -0.7308
H -1.32 1.54 -0.60 0.4703
H -1.88 2.89 0.53 0.4467
H -1.80 -1.10 2.51 0.5383
H 1.65 -2.25 -0.36 0.4439
H 0.52 -2.44 1.10 0.4388
H 1.41 1.30 -0.33 0.2626
H 1.82 0.00 -1.51 0.2404
H -0.14 0.26 -2.37 0.5100

***

Repeat the ninth record exactly.
17
Properties=species:S:1:pos:R:3:nbo_charge:R:1 method="wB97M-V/def2-TZVPD" smiles="NC(=O)N(O)C(=[NH2+])CO" relative_energy_kj_mol=102.60 orbital_gap_ev=10.4364 lumo_energy_ev=-3.560 total_charge=+1
N -1.59 1.94 0.37 -0.8359
C -1.55 1.10 1.40 0.8723
O -1.95 1.09 2.50 -0.4960
N -0.70 -0.45 0.97 -0.1652
O -1.03 -1.43 1.89 -0.5545
C 0.36 -0.72 0.18 0.4416
N 0.94 -1.91 0.40 -0.7263
C 0.96 0.33 -0.75 -0.1563
O -0.14 0.79 -1.54 -0.7308
H -1.32 1.54 -0.60 0.4703
H -1.88 2.89 0.53 0.4467
H -1.80 -1.10 2.51 0.5383
H 1.65 -2.25 -0.36 0.4439
H 0.52 -2.44 1.10 0.4388
H 1.41 1.30 -0.33 0.2626
H 1.82 0.00 -1.51 0.2404
H -0.14 0.26 -2.37 0.5100